Record 1
115
Properties=species:S:1:pos:R:3:forces:R:3:lowdin_charge:R:1 method="wB97M-V/def2-TZVPD" total_energy_ev=-150722.7767 s_squared=0.971 de_lowest_kj_mol=103.5 total_charge=+3 lumo_ev="-9.189 / -10.875" multiplicity=2 largest_force_ev_per_a=3.24
Os 1.6960 -0.7896 0.5772 -0.9 -1.7 2.6 0.705
Ge 2.9593 -2.9372 -2.2822 -0.1 0.2 0.7 0.938
S 1.8385 -0.7897 2.8836 0.1 0.6 -1.7 0.769
S 2.0771 1.4454 0.1200 0.2 0.0 -0.6 0.720
S 0.5216 -2.7398 0.4275 0.2 0.1 -0.5 0.770
O 2.0994 -1.4238 -1.6352 -0.2 0.8 0.1 -0.552
N -1.6926 1.0911 -0.7308 -0.2 -0.1 -0.1 0.207
N -0.5223 1.0905 -0.1067 -0.2 0.0 0.0 -0.011
N -0.1165 0.8724 2.3580 -0.7 0.5 -0.3 -0.012
N -2.5620 -0.5460 1.4710 0.0 0.1 0.2 0.205
N -1.3500 -1.0106 1.1524 -0.2 0.1 0.1 0.015
N -0.9797 1.8867 2.4820 0.0 -0.1 -0.2 0.210
C -4.0516 0.7567 -2.0620 0.0 0.1 0.0 -0.050
C -2.7984 3.8978 2.4681 0.0 0.0 0.0 -0.042
C -1.0738 -2.2923 0.9807 0.1 -0.1 0.0 -0.501
C -3.2894 -2.7958 1.5929 0.1 -0.1 0.0 0.103
C 4.6397 -4.7657 -0.8959 -0.1 0.0 0.1 -0.085
C -3.9640 3.2230 -2.5031 0.0 0.0 0.0 -0.025
C -1.9772 3.7084 3.7411 -0.1 0.0 0.2 -0.543
C 4.9115 -1.0768 -3.5522 -0.1 0.0 -0.1 -0.156
C 0.9240 1.3291 4.4227 0.2 0.0 0.2 -0.208
C 1.2317 4.1452 -1.3789 -0.1 0.0 0.1 -0.021
C -5.8178 -1.3613 0.7634 0.0 0.0 0.0 -0.018
C -2.8962 3.2489 4.8910 0.0 0.0 -0.1 -0.018
C 5.5300 -0.4828 -4.6870 0.0 0.0 0.0 -0.149
C 0.7971 0.5634 3.2440 0.2 0.0 0.8 -0.546
C 1.1766 -0.7593 -2.5190 0.1 0.0 -0.2 -0.147
C 4.8172 -3.3732 1.5043 0.0 0.1 0.0 -0.052
C 0.0281 2.3498 4.5723 0.0 0.0 -0.1 0.105
C -2.6233 1.6432 -3.9196 0.0 0.0 0.0 -0.025
C -3.1582 1.9171 -2.5012 0.0 0.0 0.0 -0.542
C 4.0872 -2.8556 0.4454 0.1 -0.2 -0.1 -0.161
C 2.0274 1.0654 5.4048 -0.1 0.0 -0.1 -0.027
C 4.5587 -2.1924 -6.1164 0.0 -0.3 0.1 0.016
C 1.5811 -4.1508 -2.8690 0.2 -0.1 -0.2 -0.151
C 3.9319 -2.7595 -5.0166 0.0 0.2 -0.1 -0.032
C 5.9605 0.6343 -2.1456 0.1 0.0 -0.1 0.010
C 5.3699 -1.0711 -5.9499 0.1 0.2 0.0 0.074
C 3.9805 -3.5411 -0.7610 0.1 -0.1 -0.2 -0.284
C -4.9322 -0.8819 1.9303 -0.1 0.0 0.0 -0.537
C 0.2009 3.0773 -1.1587 0.1 0.1 -0.2 -0.216
C -1.9408 2.0456 -1.6025 0.0 0.0 0.1 -0.175
C 0.4665 1.9317 -0.3877 0.2 0.0 0.2 -0.539
C -1.3120 5.0335 4.1356 0.1 0.0 -0.1 -0.027
C 6.5193 1.2344 -3.2578 0.0 0.1 0.2 0.007
C -1.0407 3.1241 -1.7372 0.1 0.1 0.0 0.094
C -2.0630 -3.2690 1.2236 0.0 -0.2 -0.1 -0.214
C 6.3022 0.6858 -4.5226 0.0 -0.1 -0.2 0.080
C -3.5333 -1.4043 1.6706 0.0 0.0 0.0 -0.167
C -5.4679 -1.4575 3.2499 0.1 0.0 0.0 -0.024
C -4.9562 0.6454 1.9920 0.1 -0.1 0.0 -0.045
C -0.9366 2.6193 3.5680 0.1 0.0 0.2 -0.165
C -1.7506 -4.7296 1.0782 0.1 0.1 0.1 -0.032
C 5.4777 -4.5843 1.3518 0.0 0.0 0.0 -0.040
C 5.3763 -5.2881 0.1598 0.0 0.0 -0.1 -0.042
C 4.0607 -2.2014 -3.7370 0.1 0.1 0.0 -0.119
C 5.1787 -0.5183 -2.2859 -0.1 -0.2 -0.1 0.059
B -0.2282 0.0562 1.0277 0.8 -0.2 -0.6 -0.751
H -3.5795 4.6354 2.6524 0.0 0.0 0.0 0.100
H -3.3433 2.2756 4.6752 0.0 0.0 0.0 0.081
H 2.1348 0.0027 5.6226 0.0 0.0 0.0 0.083
H -2.3509 3.1761 5.8341 0.0 0.0 0.0 0.091
H 1.8520 1.6013 6.3343 0.0 0.0 0.0 0.098
H -2.6373 -5.3361 1.2437 0.0 0.0 0.0 0.098
H 1.9566 -4.7944 -3.6657 -0.1 0.0 0.0 0.038
H -4.8637 3.0886 -3.1039 0.0 0.0 0.0 0.103
H -6.4298 -0.9971 3.4758 0.0 0.0 0.0 0.102
H 1.4712 0.2860 -2.6244 0.0 0.0 0.0 0.082
H -5.4232 -1.0242 -0.1974 0.0 0.0 0.0 0.075
H -3.4665 1.5185 -4.5996 0.0 0.0 0.0 0.100
H -4.4104 1.0865 1.1571 0.0 0.0 0.0 0.058
H -2.0228 0.7299 -3.9492 0.0 0.0 0.0 0.087
H -4.7820 0.5471 -2.8439 0.0 0.0 0.0 0.100
H -0.7688 4.9600 5.0789 0.0 0.0 0.0 0.083
H 2.2415 3.7625 -1.2472 0.0 0.0 0.0 0.055
H -3.2675 2.9644 2.1585 0.0 0.0 0.0 0.057
H -1.3090 3.9801 -2.3447 0.0 -0.1 -0.1 0.140
H -4.5907 1.0144 -1.1483 0.0 -0.1 0.0 0.072
H -3.7006 3.9728 5.0240 0.0 0.0 0.0 0.102
H -3.4046 4.0513 -2.9409 0.0 0.0 0.0 0.083
H 3.6173 -1.8800 0.5747 0.1 0.1 0.0 0.019
H 1.1412 4.5762 -2.3739 0.0 0.0 0.0 0.098
H -4.0822 -3.4967 1.8211 0.0 0.0 0.0 0.140
H 4.4208 -2.6234 -7.0991 0.1 0.0 0.0 0.135
H 2.9757 1.4099 4.9855 0.0 0.0 0.0 0.105
H -4.7884 -1.2450 4.0785 0.0 0.0 0.0 0.096
H 4.8168 -1.0300 -1.4033 -0.1 0.1 0.0 0.096
H 1.0879 4.9516 -0.6562 0.0 0.0 0.0 0.107
H -5.9076 -2.4491 0.7389 0.0 0.0 0.0 0.089
H -4.5110 1.0048 2.9225 0.0 0.0 -0.1 0.073
H -5.6252 -2.5364 3.1985 0.0 0.0 0.0 0.086
H -2.1728 4.2586 1.6472 0.0 0.0 0.0 0.084
H -2.0825 5.7937 4.2645 0.0 0.0 0.0 0.101
H 0.7058 -3.6170 -3.2362 0.0 0.0 0.0 0.041
H 1.1725 -1.2185 -3.5103 0.0 0.0 0.0 0.086
H -6.8205 -0.9501 0.8823 0.0 0.0 0.0 0.102
H -0.9853 -5.0271 1.7985 0.0 0.0 0.0 0.100
H -0.6202 5.3803 3.3643 0.0 0.0 0.0 0.095
H 3.3122 -3.6353 -5.1659 0.0 0.0 0.0 0.110
H 6.7067 1.1704 -5.4038 0.1 0.0 0.0 0.143
H 0.0781 2.9691 5.4588 -0.1 0.0 0.0 0.139
H 4.8814 -2.8294 2.4385 0.0 0.0 0.0 0.116
H 1.2961 -4.7805 -2.0284 0.0 0.0 0.0 0.034
H 0.1656 -0.8146 -2.1108 0.0 -0.1 0.0 0.078
H -1.3547 -4.9394 0.0830 -0.1 0.0 0.0 0.084
H 4.5776 -5.3234 -1.8253 0.0 0.0 0.0 0.112
H -3.4736 -0.1489 -1.8768 0.0 0.0 0.0 0.076
H 6.1393 1.0505 -1.1632 0.0 -0.1 0.0 0.129
H 6.0888 -4.9707 2.1568 -0.1 0.0 0.0 0.123
H 7.1308 2.1199 -3.1482 0.0 0.0 0.0 0.133
H 5.9152 -0.6641 -6.7940 -0.1 0.1 0.0 0.144
H 5.8723 -6.2427 0.0461 0.0 0.0 0.0 0.122
H -4.2688 3.5013 -1.4920 0.0 0.0 0.0 0.096
H -5.9905 0.9876 1.9568 0.0 0.0 0.0 0.102
H -2.0175 2.4741 -4.2887 0.0 0.0 0.0 0.089

Record 2
121
Properties=species:S:1:pos:R:3:forces:R:3:lowdin_charge:R:1 method="wB97M-V/def2-TZVPD" total_energy_ev=-84461.5477 total_charge=0 lumo_ev=-0.670 largest_force_ev_per_a=1.86
O -1.2634 13.2971 7.8106 -0.2 0.0 0.0 0.040
O -1.7741 15.3740 8.0943 0.0 0.0 0.0 0.006
O -3.1585 -2.9420 -3.0692 0.4 0.1 0.4 0.136
O -0.8181 14.7574 6.1417 -0.1 0.0 -0.1 0.120
O 4.1510 -4.8619 -1.5912 0.3 -0.2 -0.2 -0.005
O 0.5041 3.9402 2.2932 0.5 -0.9 0.4 -0.069
O -6.6147 -8.7671 -4.1387 0.0 0.0 -0.1 0.005
O 1.3082 -1.9610 -4.1643 -0.9 0.0 -0.7 0.114
O -0.4622 8.0002 2.9146 -0.2 0.1 0.0 0.043
O -0.8061 -2.3230 -4.8310 0.9 -0.4 -0.7 -0.011
O -1.8603 -5.8826 0.3935 0.6 0.4 -0.2 0.125
O 6.1937 -5.0890 -0.9384 0.0 0.0 -0.2 0.035
O 1.9070 3.9209 4.0804 -0.8 0.1 -1.0 0.126
O -0.9452 10.0842 3.1965 -0.1 0.0 0.0 0.001
O 4.9282 -3.4682 0.0063 0.0 0.1 0.0 0.128
O 0.0130 9.4543 1.2485 -0.1 0.1 -0.1 0.123
O -4.7104 -7.9922 -3.4831 0.1 -0.1 -0.1 0.044
O -6.3426 -6.5261 -4.0333 0.0 0.0 -0.1 0.127
C 0.0438 2.6077 0.2336 0.6 0.1 0.8 -0.150
C 0.1200 -5.6398 -4.3047 0.0 0.3 -0.3 0.042
C 5.0789 -4.3764 -0.7677 0.0 -0.1 0.1 -0.607
C 2.9188 -7.3008 -3.5889 -0.6 0.8 -0.1 -0.033
C -3.8402 -6.9019 -3.1450 0.3 0.4 0.2 -0.194
C -2.2215 -3.2864 -2.3835 0.1 0.0 -0.2 -0.252
C 1.0423 3.3844 3.4303 0.7 -0.4 1.5 -0.490
C 2.8575 -4.2792 -1.4722 -0.3 0.1 0.2 -0.025
C -0.7819 -4.6066 -4.0418 -0.5 0.3 -1.0 -0.117
C -0.0217 -6.2615 -1.9846 0.9 -1.2 -0.3 0.042
C -1.2465 14.4987 7.2362 0.1 -0.1 0.2 -0.611
C -1.5937 0.6558 0.7809 1.2 -0.7 0.1 -0.129
C 0.5301 -6.4601 -3.2846 0.3 -1.1 1.5 -0.150
C -0.6933 12.2352 7.0324 0.3 -0.4 -0.2 -0.206
C 0.0966 6.9237 2.1421 0.3 -0.2 -0.2 -0.203
C 0.5113 2.0215 3.9071 -0.3 0.4 -1.3 0.022
C 1.0643 3.3977 1.0768 -0.2 0.5 -1.1 -0.170
C 0.5474 -2.1985 -5.0753 1.2 0.4 0.8 -0.491
C 1.1517 -8.9166 -3.4373 -0.3 0.2 0.1 -0.036
C 2.1201 -9.8988 -3.5458 -0.4 -1.3 0.2 -0.093
C -1.2482 -3.0768 1.2778 -0.1 0.3 0.3 0.013
C 0.8203 12.2824 7.0586 0.1 0.3 0.0 -0.063
C 7.2941 -4.7229 -0.0947 0.4 0.1 0.4 -0.213
C -0.9050 -5.2607 -1.7166 -0.4 0.8 -0.3 -0.094
C 3.4549 -9.6118 -3.6551 1.0 0.3 -0.1 -0.092
C -1.9491 -1.3236 -0.7879 -0.3 0.5 -0.7 0.047
C -5.9266 -7.6468 -3.9026 0.1 -0.1 0.2 -0.610
C -1.2924 -1.7079 1.4898 0.2 -0.1 0.4 -0.015
C 7.1150 -5.2501 1.3139 -0.3 0.0 0.1 -0.067
C -1.9132 -2.6783 -1.0315 0.2 -0.3 0.0 -0.065
C 1.5404 -7.5909 -3.4513 0.4 1.1 -0.2 -0.169
C -7.9758 -8.5456 -4.5091 -0.3 -0.1 -0.1 -0.043
C -1.2534 -3.6615 -5.1399 -0.5 -0.2 0.1 -0.108
C -4.1861 -6.3078 -1.7963 -0.5 -0.1 0.0 -0.036
C 3.8707 -8.2858 -3.6927 -0.1 -0.2 0.1 -0.075
C 1.6105 6.9535 2.1790 0.1 0.4 0.0 -0.055
C -0.1068 1.1159 0.6229 -0.5 0.2 -1.1 -0.173
C -1.6203 -0.8343 0.4638 -0.5 0.8 0.6 -0.219
C 1.0812 -2.3436 -6.5042 -0.8 -0.5 0.3 0.018
C -0.4248 9.2001 2.3400 0.1 -0.1 0.2 -0.612
C -1.7351 16.7283 7.6423 -0.1 0.3 0.0 -0.042
C -0.8838 11.4381 2.7456 0.0 0.3 0.0 -0.041
C -1.4814 -4.9941 -0.3399 0.2 -0.1 0.3 -0.286
C -1.5448 -3.5249 0.0128 -0.1 -1.6 -0.9 -0.093
C -1.2696 -4.4106 -2.7734 -0.6 0.5 1.2 -0.044
H -2.3042 17.3214 8.3534 0.0 -0.2 0.1 0.092
H 0.2881 -6.9163 -1.1712 0.0 0.0 -0.2 0.143
H -0.2608 6.0069 2.5947 -0.2 0.2 0.2 0.102
H 1.6190 -1.4391 -6.7935 -0.1 -0.1 0.1 0.092
H 0.3860 2.0057 4.9890 0.2 0.0 -0.2 0.091
H -2.1875 16.8286 6.6577 0.1 -0.1 0.0 0.095
H -0.4220 1.7764 3.3854 0.1 0.1 0.4 0.066
H 6.9427 -6.3275 1.2983 0.1 0.0 0.0 0.082
H -3.8558 -6.1459 -3.9320 -0.2 0.0 0.0 0.124
H -1.3272 11.5498 1.7582 0.1 -0.1 0.0 0.095
H 8.1798 -5.1702 -0.5435 -0.2 -0.1 -0.2 0.121
H -8.5372 -8.1639 -3.6570 0.0 0.1 -0.1 0.099
H 1.9659 6.9582 3.2101 0.0 -0.2 0.0 0.087
H -0.9025 3.1588 0.3054 0.1 -0.2 0.0 0.118
H 1.2384 11.4202 6.5384 0.0 0.0 0.0 0.080
H 0.3946 2.6988 -0.8031 -0.2 -0.1 0.2 0.117
H 7.4349 -3.6416 -0.1038 -0.2 0.0 0.0 0.124
H -0.7065 17.0871 7.6269 0.0 0.0 -0.1 0.099
H -2.2203 -0.6502 -1.6007 0.0 -0.1 0.2 0.141
H 2.0241 6.0861 1.6678 0.0 0.0 0.1 0.062
H 0.2677 -2.5685 -7.2016 0.3 0.2 0.0 0.077
H 1.7825 -3.1855 -6.5112 0.0 0.2 0.0 0.092
H 7.9998 -5.0411 1.9156 0.0 0.0 0.0 0.080
H 0.5024 0.8481 1.4903 -0.2 0.1 0.0 0.090
H 2.2544 -4.6848 -2.2790 0.1 0.1 -0.1 0.067
H -1.0782 12.2623 6.0127 0.0 0.2 0.0 0.110
H 1.1833 12.2873 8.0876 0.0 -0.1 0.0 0.082
H 2.4145 -4.5850 -0.5233 0.0 0.2 0.0 0.104
H -3.4617 -5.5478 -1.5214 -0.2 -0.1 -0.1 0.044
H 1.9989 2.8513 1.2630 -0.3 -0.1 0.2 0.141
H 0.1506 11.7805 2.7383 0.0 0.0 -0.1 0.101
H 6.2538 -4.7921 1.7991 0.1 0.1 0.0 0.074
H 2.9105 -3.1946 -1.5422 0.0 0.0 0.0 0.102
H 1.3462 4.2692 0.4675 0.0 -0.1 0.3 0.116
H -2.2440 1.2306 0.1164 0.0 -0.1 0.2 0.117
H 4.9158 -7.9966 -3.7665 -0.1 -0.2 0.0 0.111
H -1.4456 12.0454 3.4513 0.0 -0.2 0.1 0.085
H -8.3903 -9.5071 -4.8015 0.2 -0.1 0.1 0.092
H 0.0973 -9.1637 -3.3377 0.2 -0.1 0.0 0.120
H 1.8458 -10.9519 -3.5097 -0.2 0.2 0.0 0.108
H 0.5117 -5.7868 -5.3098 -0.1 0.1 0.1 0.137
H -2.3439 -3.6017 -5.1587 0.2 0.0 0.1 0.130
H -5.1759 -5.8511 -1.8057 0.0 0.1 -0.1 0.088
H -8.0490 -7.8595 -5.3507 0.0 0.1 0.1 0.095
H 1.1946 13.1871 6.5801 -0.1 0.0 -0.1 0.074
H 0.2909 0.5270 -0.2161 0.1 0.1 0.3 0.116
H -0.9890 -3.7736 2.0702 -0.1 0.1 -0.2 0.129
H 4.2113 -10.3911 -3.7097 -0.3 0.0 0.0 0.107
H -0.9440 -4.0044 -6.1357 0.3 0.2 0.2 0.123
H 3.2787 -6.2738 -3.6185 -0.3 -0.1 0.1 0.104
H -0.2829 6.9520 1.1190 0.0 0.2 0.0 0.127
H -1.0351 11.3058 7.4847 -0.2 0.2 0.2 0.124
H 1.9976 7.8525 1.6987 -0.1 0.0 -0.1 0.076
H -2.8328 -7.3178 -3.1133 -0.1 -0.2 -0.1 0.119
H 1.2446 1.2761 3.5719 0.0 0.1 0.4 0.090
H -1.0594 -1.2929 2.4699 0.0 -0.1 -0.1 0.121
H -4.1966 -7.0807 -1.0266 0.2 0.0 0.0 0.094
H -1.8775 0.7795 1.8326 -0.3 0.2 -0.3 0.105